Formula: C2H7N2O2
Source: the Open Molecules 2025 dataset
Level of theory: ωB97M-V/def2-TZVPD

## Properties
E_LUMO (spin up / spin down) in eV: -4.363 / -6.281
Kohn-Sham gap (spin up / spin down) in eV: 5.30 / 8.70
Multiplicity: 3
Total charge: +1

```
13
Properties=species:S:1:pos:R:3:forces:R:3
C -1.162 -0.330 0.054 -1.6 -0.5 1.7
C 1.282 0.017 -0.363 1.1 1.4 -0.9
N -1.919 0.787 0.028 4.1 1.2 -0.6
N 1.704 0.923 0.499 -1.3 1.1 1.8
O -1.866 -1.437 0.145 -0.5 -0.1 -0.2
O 1.751 -1.183 -0.137 -0.1 -1.5 -1.6
H 0.734 0.416 -1.203 0.3 -0.8 -0.8
H -1.319 1.559 -0.210 -1.0 0.8 0.2
H -2.885 0.863 0.059 -1.9 -0.2 -0.2
H 1.421 1.931 0.637 0.1 -1.7 -1.2
H -1.445 -2.266 0.003 0.7 -1.1 -0.1
H 1.830 0.538 1.421 0.9 -0.3 0.5
H 1.874 -1.818 -0.932 -0.7 1.7 1.6
```
Forces are in eV/Å.

How positive or negative is each atom? The Löwdin charges in e answer that:
1. C -0.2032
2. C -0.2861
3. N 0.1120
4. N 0.1966
5. O 0.1062
6. O 0.1097
7. H 0.1430
8. H 0.0932
9. H 0.0952
10. H 0.1778
11. H 0.1124
12. H 0.1334
13. H 0.2100

***

Formula: C2H7N2O2P3
Source: the Open Molecules 2025 dataset
Level of theory: ωB97M-V/def2-TZVPD

## Properties
E_LUMO in eV: 0.305
Kohn-Sham gap in eV: 8.03

```
16
Properties=species:S:1:pos:R:3:forces:R:3
C -1.372 0.485 -0.632 -2.4 0.6 1.3
C -1.246 -1.022 -0.277 -0.9 -0.4 -4.8
N 1.667 1.576 -0.349 -0.5 -2.8 0.6
N 0.907 -0.462 1.475 -0.6 -0.3 -1.8
O -0.919 1.248 0.486 0.0 0.0 1.0
O -0.115 -1.866 -0.491 0.5 0.5 0.5
P 2.447 0.119 -0.965 -0.5 -0.2 -0.2
P 0.630 1.105 0.760 2.1 0.7 1.5
P 1.303 -1.870 0.346 0.2 4.3 -0.2
H -0.951 1.052 -1.397 1.3 -0.5 -2.4
H -2.494 0.833 -0.751 1.8 -1.5 0.5
H -1.625 -1.067 0.671 -0.7 -0.5 2.6
H -1.925 -1.533 -0.999 -0.2 0.5 0.8
H 1.438 -0.453 2.323 0.1 0.1 0.5
H 1.530 -0.151 -2.022 0.1 -0.2 -0.1
H 0.728 2.007 1.820 -0.3 -0.2 0.3
```
Forces are in eV/Å.

How positive or negative is each atom? The Löwdin charges in e answer that:
1. C -0.1948
2. C -0.2351
3. N -0.5315
4. N -0.4154
5. O -0.3096
6. O -0.5130
7. P 0.5569
8. P 0.4943
9. P 0.7986
10. H 0.0824
11. H 0.1670
12. H 0.0827
13. H 0.1363
14. H 0.0118
15. H -0.1674
16. H 0.0370

***

Formula: C2H7N2O3
Source: the Open Molecules 2025 dataset
Level of theory: ωB97M-V/def2-TZVPD

## Properties
E_LUMO (spin up / spin down) in eV: -5.673 / -5.674
Kohn-Sham gap (spin up / spin down) in eV: 9.05 / 9.05
Total charge: +1

```
14
Properties=species:S:1:pos:R:3:forces:R:3
C -1.580 -0.380 -0.245 0.0 -0.6 0.1
C 1.644 0.485 -0.243 2.2 3.0 1.1
N -1.155 -0.169 2.037 -1.7 -0.5 0.1
N 0.833 -0.294 -1.078 -2.3 -1.1 -2.1
O -2.259 -0.742 -1.267 -0.2 -4.1 -2.4
O -2.231 0.593 -0.797 0.5 4.7 1.1
O -1.481 -0.916 0.871 0.5 -0.9 0.0
H 1.456 1.588 -0.492 0.1 -1.4 0.9
H 1.550 0.270 0.845 -0.3 0.3 -0.7
H 2.733 0.357 -0.436 -0.6 0.0 0.0
H -0.279 -0.553 2.243 1.7 -0.1 0.7
H -1.158 0.778 1.754 0.4 1.4 0.0
H 1.270 -1.240 -1.191 -1.0 1.1 -0.4
H 0.656 0.223 -2.002 0.6 -1.6 1.6
```
Forces are in eV/Å.

How positive or negative is each atom? The Löwdin charges in e answer that:
1. C -0.4428
2. C -0.2004
3. N 0.2163
4. N -0.0300
5. O 0.2759
6. O 0.2667
7. O 0.1354
8. H 0.1182
9. H 0.0746
10. H 0.0969
11. H 0.0980
12. H 0.1071
13. H 0.1345
14. H 0.1495

***

Formula: C2H7N2O4S
Source: the Open Molecules 2025 dataset
Level of theory: ωB97M-V/def2-TZVPD

## Properties
E_LUMO in eV: -5.121
Kohn-Sham gap in eV: 10.34
SMILES: NCC(=[NH2+])OS(=O)(=O)O
Total charge: +1

```
16
Properties=species:S:1:pos:R:3:forces:R:3
N -0.120 -0.214 -1.647 2.7 0.2 3.1
C 0.955 0.528 -0.768 -1.0 -0.7 -1.2
C 0.629 0.468 0.725 1.3 0.0 -2.5
N 0.657 1.548 1.431 -0.4 -2.9 1.3
O 0.504 -0.743 1.235 -1.3 -0.2 0.7
S -1.203 -1.183 0.908 -0.6 0.3 -0.5
O -1.861 -1.770 2.019 1.4 0.3 -0.8
O -1.584 0.136 0.467 -0.5 -1.2 0.0
O -1.009 -2.270 -0.184 -0.3 0.1 0.8
H 0.422 -0.390 -2.422 1.1 -0.7 -2.5
H -0.849 0.385 -1.917 -1.1 1.2 -0.1
H 1.996 0.175 -1.012 -1.1 -0.6 0.7
H 1.083 1.528 -1.126 -0.5 1.1 0.1
H 0.430 1.375 2.412 0.2 0.9 0.0
H 0.670 2.422 0.987 0.2 1.5 -0.3
H -0.720 -1.995 -1.108 -0.1 1.0 1.1
```
Forces are in eV/Å.

How positive or negative is each atom? The Löwdin charges in e answer that:
1. N 0.0409
2. C -0.0563
3. C -0.3949
4. N 0.3234
5. O -0.0465
6. S 0.7383
7. O -0.1411
8. O -0.2358
9. O -0.1021
10. H 0.0592
11. H 0.0799
12. H 0.1639
13. H 0.1132
14. H 0.1844
15. H 0.1464
16. H 0.1272

***

Energy relative to the best compared isomer or geometry (same formula, charge and spin), record by record: 0.000 0.000 7.927 0.234 eV